1.
{
  "formula": "C6H40N2O12",
  "method": "ωB97M-V/def2-TZVPD",
  "orbital_gap_ev": 8.952,
  "total_energy_ev": -34419.30937,
  "total_charge": 0,
  "relative_energy_kj_mol": 392.43,
  "fmax_ev_per_a": 4.54,
  "symbols": ["C", "N", "C", "C", "C", "N", "C", "C", "H", "H", "H", "H", "H", "H", "H", "H", "H", "H", "H", "H", "H", "H", "H", "H", "H", "H", "O", "H", "H", "O", "H", "H", "O", "H", "H", "O", "H", "H", "O", "H", "H", "O", "H", "H", "O", "H", "H", "O", "H", "H", "O", "H", "H", "O", "H", "H", "O", "H", "H", "O"],
  "coordinates": [[0.36909, 1.77244, 1.02625], [-0.09600, 1.12693, -0.16729], [-0.13747, -0.35974, 0.05152], [0.87925, -1.13746, -0.98361], [0.69313, -0.62089, -2.42295], [1.69102, -1.21379, -3.40351], [-1.43834, -1.09487, 0.00622], [0.22596, 3.32863, 1.06434], [-0.35117, 1.39932, 1.82584], [1.32914, 1.49487, 1.46933], [-1.03197, 1.40286, -0.37854], [0.40443, -0.59489, 0.96334], [1.88503, -0.75099, -0.66505], [0.50952, -2.17154, -0.83786], [-0.23347, -0.68932, -3.07400], [0.65881, 0.46948, -2.21599], [1.68298, -2.24558, -3.39032], [2.61624, -0.91825, -3.05718], [-1.95113, -1.47817, -0.87740], [-1.62434, -1.71486, 0.93375], [-2.31924, -0.39626, 0.11629], [0.96757, 3.78365, 0.43565], [-0.76962, 3.67524, 0.61893], [0.26934, 3.72335, 2.09266], [1.33856, 2.02784, -1.37093], [2.35125, 2.81429, -0.40879], [2.26145, 2.32425, -1.22315], [-1.68100, 0.72151, -3.56566], [-1.54259, 0.16605, -2.19332], [-2.26380, 0.40748, -2.79859], [0.16010, 1.63260, -4.30735], [0.23673, 0.16762, -4.84322], [-0.37755, 0.88340, -4.60926], [-2.56292, 2.08935, 2.36832], [-3.13159, 1.63189, 0.86332], [-2.49067, 1.44244, 1.66114], [2.78485, -0.93663, 1.66347], [2.00499, -1.44596, 2.82935], [1.98321, -0.72728, 2.19445], [1.27249, -4.40429, 0.93179], [1.41413, -3.92365, 2.31551], [0.75243, -4.34114, 1.73355], [0.08787, -0.41054, 3.90024], [-0.36240, -1.78473, 3.71578], [0.32507, -1.30570, 4.19904], [-3.20755, 1.18051, -1.93725], [-4.56005, 0.85603, -1.39299], [-3.81951, 1.40501, -1.12338], [1.50820, 0.75882, 3.18619], [1.51107, 1.69121, 4.37820], [0.93033, 1.32402, 3.71008], [-1.38601, -3.71443, -3.13445], [-0.13999, -2.85546, -3.35035], [-0.48352, -3.59908, -2.82211], [-3.36578, -0.73097, 3.64731], [-2.42837, -0.57323, 2.56375], [-2.47309, -1.01848, 3.42601], [3.02584, 0.70686, -0.11299], [4.40052, 0.65338, 0.55167], [3.69856, 0.09684, 0.22425]]
}

***

2.
{
  "formula": "C6H40NO13",
  "method": "ωB97M-V/def2-TZVPD",
  "orbital_gap_ev": 10.681,
  "total_energy_ev": -34972.88888,
  "total_charge": 1,
  "relative_energy_kj_mol": 374.66,
  "fmax_ev_per_a": 7.42,
  "symbols": ["C", "O", "C", "C", "C", "C", "C", "N", "H", "H", "H", "H", "H", "H", "H", "H", "H", "H", "H", "H", "H", "H", "H", "H", "H", "H", "O", "H", "H", "O", "H", "H", "O", "H", "H", "O", "H", "H", "O", "H", "H", "O", "H", "H", "O", "H", "H", "O", "H", "H", "O", "H", "H", "O", "H", "H", "O", "H", "H", "O"],
  "coordinates": [[0.51198, -0.97739, 0.22471], [1.40916, -1.94152, 0.74240], [-0.56757, -0.78211, 1.36934], [0.07821, 0.10095, 2.54453], [0.45858, 1.50313, 1.93467], [1.16235, 2.19466, 3.09976], [2.67266, 1.98436, 3.04080], [-1.83734, -0.07179, 0.91594], [0.06369, -1.25638, -0.71189], [1.01321, -0.02450, 0.10553], [0.97886, -2.80780, 0.77246], [-0.91036, -1.73413, 1.76948], [0.90006, -0.53330, 2.86563], [-0.66107, 0.07273, 3.34006], [-0.49421, 1.94790, 1.62621], [1.16715, 1.29628, 1.15213], [0.86600, 3.26881, 3.18868], [0.83411, 1.99657, 4.11978], [3.05626, 2.39072, 3.95763], [3.00557, 1.00434, 2.74522], [3.03455, 2.61746, 2.20017], [-1.53257, 0.82641, 0.56786], [-2.25265, -0.58106, 0.10898], [-2.48866, 0.00214, 1.69746], [-3.39848, -1.05655, -1.43912], [-4.58351, -1.49528, -0.58464], [-4.01655, -0.74891, -0.75935], [-0.93377, 3.23498, -1.12277], [-0.70151, 4.18937, 0.24262], [-1.02081, 3.46229, -0.27811], [-0.12113, 2.39425, -3.13213], [-0.47482, 4.03103, -3.06186], [-0.76509, 3.12665, -2.93962], [1.37745, -2.81838, -1.55100], [1.30732, -1.81480, -2.66069], [0.95345, -2.68224, -2.41049], [4.40334, 1.43253, -2.73843], [3.93967, 0.41062, -1.69575], [3.61157, 1.00841, -2.38885], [1.79591, 1.78885, -3.55613], [1.09335, 1.37835, -4.78270], [0.96639, 1.35703, -3.82219], [-2.14443, 1.82842, -2.92496], [-3.41480, 0.91222, -2.87519], [-2.45669, 0.92145, -2.89874], [-1.69570, -3.84923, -0.17727], [-2.35526, -2.55691, -0.47080], [-1.89714, -2.99593, 0.25780], [3.09186, -0.87279, 0.43094], [4.28734, -1.49507, -0.29508], [3.89712, -0.64639, -0.05545], [0.55794, -4.64530, -1.48733], [0.64337, -5.28559, -0.00727], [0.09868, -4.88090, -0.68644], [-2.99788, -0.94320, 4.20564], [-2.32827, 0.35450, 4.68388], [-3.04645, 0.01098, 4.17647], [-0.88957, -1.84490, -2.03300], [-1.70654, -0.56332, -2.66854], [-1.54435, -1.14273, -1.87097]]
}

***

3.
{
  "formula": "C6H40O14",
  "method": "ωB97M-V/def2-TZVPD",
  "orbital_gap_ev": 10.251,
  "total_energy_ev": -35535.50968,
  "total_charge": 0,
  "relative_energy_kj_mol": 311.22,
  "fmax_ev_per_a": 2.92,
  "symbols": ["C", "O", "C", "C", "C", "C", "C", "H", "H", "H", "H", "H", "H", "H", "H", "H", "H", "H", "H", "H", "H", "H", "H", "O", "H", "H", "O", "H", "H", "O", "H", "H", "O", "H", "H", "O", "H", "H", "O", "H", "H", "O", "H", "H", "O", "H", "H", "O", "H", "H", "O", "H", "H", "O", "H", "H", "O", "H", "H", "O"],
  "coordinates": [[-0.66516, 1.47885, 0.23861], [-1.76549, 0.74797, -0.40515], [-0.57514, 2.74742, -0.65220], [-0.24918, 2.46404, -2.13262], [1.26612, 2.57264, -2.56304], [1.96110, 1.24308, -2.92548], [2.18089, 0.34375, -1.74987], [-0.89494, 1.68081, 1.28385], [0.20409, 0.87549, 0.09701], [0.81655, 1.07962, 3.60895], [-0.05650, 3.52041, -0.06338], [-1.52931, 3.25881, -0.61355], [-0.83494, 3.17542, -2.72145], [-0.57116, 1.44145, -2.30947], [1.81189, 2.98614, -1.68841], [1.40824, 3.43996, -3.21032], [1.31507, 0.80226, -3.67147], [2.97073, 1.45978, -3.30759], [1.27341, -0.08406, -1.24406], [2.73913, -0.55399, -2.02351], [2.69489, 0.63357, -0.83302], [-1.73308, -0.13522, -0.01787], [2.27998, 1.11982, 3.07416], [1.61679, 1.64146, 3.56476], [-3.90382, 0.10822, -1.68472], [-4.11141, -1.08336, -0.61485], [-3.79846, -0.83195, -1.48718], [0.08188, -0.85409, -4.39908], [0.17071, 0.23338, -5.35419], [0.64858, -0.57368, -5.13798], [1.77931, 4.49148, 1.77265], [1.36480, 3.20291, 2.54036], [1.02634, 4.04537, 2.18528], [-0.12682, -1.12394, 4.15129], [-0.90387, -0.45258, 3.18632], [0.03235, -0.69156, 3.30225], [3.59697, -0.47916, 2.44186], [2.42733, -1.03381, 3.09361], [3.23065, -0.53605, 3.33704], [0.14135, -4.26694, -1.76648], [0.55589, -2.82244, -1.76798], [0.73644, -3.65731, -1.31637], [2.01587, -2.30610, -0.44258], [2.26489, -2.84071, 1.05341], [2.58130, -2.27544, 0.33511], [2.89044, -2.66463, 3.36793], [1.84470, -3.86575, 2.98580], [2.06765, -2.93192, 2.92646], [-2.07792, -1.72783, -2.21597], [-1.65051, -2.86823, -3.31891], [-1.40978, -2.33340, -2.56137], [-3.53468, 0.74461, 0.78172], [-4.24981, 1.66964, 1.82216], [-4.30190, 0.81881, 1.37760], [-3.25478, -0.42624, 2.61414], [-2.99227, -1.68195, 2.95641], [-2.84859, -0.82080, 3.41455], [-2.54328, -2.95768, 0.41132], [-1.25151, -2.46912, 1.02451], [-2.16203, -2.67721, 1.25101]]
}

***

4.
{
  "formula": "C6H41N2O12",
  "method": "ωB97M-V/def2-TZVPD",
  "orbital_gap_ev": 9.746,
  "total_energy_ev": -34430.99096,
  "total_charge": 1,
  "relative_energy_kj_mol": 332.27,
  "fmax_ev_per_a": 2.95,
  "symbols": ["C", "N", "C", "C", "C", "N", "C", "C", "H", "H", "H", "H", "H", "H", "H", "H", "H", "H", "H", "H", "H", "H", "H", "H", "H", "H", "H", "O", "H", "H", "O", "H", "H", "O", "H", "H", "O", "H", "H", "O", "H", "H", "O", "H", "H", "O", "H", "H", "O", "H", "H", "O", "H", "H", "O", "H", "H", "O", "H", "H", "O"],
  "coordinates": [[-0.29319, -2.24646, -0.85742], [0.58895, -2.18319, 0.32975], [2.01795, -2.05407, 0.02994], [2.77367, -3.35816, -0.24031], [-1.44305, -1.22373, -0.83835], [-1.84699, -0.76729, 0.51766], [-3.55121, -0.52420, -1.96262], [-2.66791, -1.72560, -1.55617], [0.33999, -1.89395, -1.68120], [-0.54861, -3.28656, -1.08992], [0.52187, -3.05282, 0.85109], [2.11748, -1.49309, -0.89863], [2.57905, -1.54352, 0.83036], [2.37087, -4.17242, -0.82507], [3.10244, -3.66778, 0.77743], [3.77499, -3.05933, -0.57355], [-1.11780, -0.30688, -1.35506], [-2.79865, -1.05430, 0.75618], [-1.23950, -0.98274, 1.37408], [-1.99756, 0.24640, 0.55863], [-2.90658, 0.27296, -2.29019], [-4.28396, -0.14726, -1.24072], [-4.15771, -0.79620, -2.82412], [-3.18788, -2.59781, -1.13374], [-2.47274, -2.08624, -2.57310], [0.60591, 2.77822, 3.33345], [-0.13770, 1.99350, 4.58143], [0.23176, 1.96406, 3.70286], [-2.02619, 2.17657, -2.61733], [-3.48641, 1.76075, -2.59474], [-2.83480, 2.28126, -3.07296], [-0.80349, 0.28403, -3.83136], [-1.86999, -0.17372, -4.76259], [-1.41280, -0.44905, -3.97238], [1.31820, 1.43057, -3.83091], [2.59009, 0.85081, -4.04530], [1.85145, 1.15443, -4.59497], [0.98360, 2.51372, 1.18765], [2.31273, 1.61472, 1.38514], [1.57792, 1.85082, 0.81394], [4.34386, -0.02062, 0.96430], [4.65296, 0.36152, 2.34452], [4.96460, -0.25446, 1.66656], [0.21962, 4.96163, 2.00601], [1.52955, 4.39785, 1.68822], [0.62885, 4.09406, 1.87119], [0.11920, 0.36260, 2.45235], [0.45094, -1.02702, 1.97607], [-0.19681, -0.55395, 2.52997], [-1.55024, -3.83574, 1.69033], [-2.64668, -3.62413, 2.55739], [-2.40053, -3.37097, 1.65350], [3.29942, 1.28668, 4.42065], [2.04542, 1.92682, 3.96581], [2.88983, 1.58156, 3.59644], [-2.41991, 1.03232, 2.77093], [-1.42767, 1.99991, 2.26878], [-2.21850, 1.53023, 1.96889], [1.81687, 3.49769, -3.01897], [0.29937, 3.96750, -2.63591], [1.02567, 3.36009, -2.50392]]
}